No. 1
Formula: C39H53F6NO24P
Source: the Open Molecules 2025 dataset
Level of theory: ωB97M-V/def2-TZVPD

XYZ file:
```
124
Properties=species:S:1:pos:R:3:lowdin_charge:R:1
C -4.21 -3.56 -1.97 -0.09
C -3.64 -4.83 -1.34 -0.22
C -2.14 -5.13 -1.55 -0.11
C -1.11 -4.06 -1.22 -0.47
C -1.36 -3.51 0.22 -0.09
C -1.13 -4.50 1.34 -0.14
O -2.30 -5.36 1.52 -0.05
C -2.48 -5.80 2.77 -0.37
O -1.62 -6.18 3.52 0.07
O 0.18 -4.62 -1.20 -0.28
P 1.50 -3.53 -1.68 0.52
C 1.92 -3.01 0.13 -0.30
C 1.86 -1.51 0.44 -0.25
C 2.05 -1.25 1.94 -0.26
N 1.73 0.13 2.32 -0.06
C 1.43 0.21 3.74 -0.19
C 1.02 1.56 4.28 -0.13
C 1.10 1.72 5.67 -0.06
C 0.74 2.90 6.31 -0.10
C 0.26 3.96 5.55 -0.09
C 0.17 3.83 4.17 -0.01
C 0.54 2.65 3.55 -0.25
O 0.39 2.56 2.18 0.03
O 0.31 -2.29 -1.93 -0.29
C -1.00 -2.79 -2.11 -0.32
C -1.34 -2.87 -3.62 -0.06
C -0.99 -4.23 -4.24 -0.33
C -0.90 -4.30 -5.87 0.00
O -2.02 -4.82 -4.86 -0.12
H -4.09 -3.54 -3.05 0.06
H -5.29 -3.52 -1.76 0.07
H -3.80 -2.67 -1.51 0.06
H -3.88 -4.87 -0.28 0.09
H -4.18 -5.67 -1.80 0.10
H -2.02 -5.52 -2.56 0.09
H -1.91 -5.96 -0.88 0.12
H -0.70 -2.66 0.38 0.11
H -2.38 -3.11 0.32 0.12
H -0.23 -5.09 1.19 0.12
H -1.00 -3.94 2.27 0.12
H -3.54 -5.77 3.07 0.14
H 2.55 -2.63 -2.10 -0.01
H 2.38 -4.67 -1.47 -0.01
H 1.44 -3.97 -3.08 -0.01
H 2.94 -3.35 0.32 0.06
H 1.27 -3.53 0.85 0.05
H 2.65 -1.01 -0.12 0.09
H 0.89 -1.08 0.17 0.10
H 1.37 -1.95 2.47 0.10
H 3.07 -1.49 2.26 0.10
H 0.88 0.35 1.82 0.09
H 2.32 -0.10 4.29 0.12
H 0.63 -0.51 4.01 0.12
H 1.47 0.89 6.27 0.11
H 0.82 3.00 7.38 0.09
H -0.05 4.90 5.99 0.08
H -0.21 4.64 3.56 0.11
H 0.99 3.19 1.76 0.11
H -1.64 -2.00 -1.72 0.14
H -0.71 -2.13 -4.11 0.13
H -2.39 -2.72 -3.84 0.09
H -0.24 -4.81 -3.72 0.10
H -1.57 -4.42 -6.72 0.08
H -0.96 -3.19 -5.90 0.04
C 6.56 -1.84 0.92 -0.06
C 5.58 -0.81 0.37 -0.32
O 5.36 -1.28 -0.93 0.12
C 5.55 -2.64 -0.94 -0.55
O 5.18 -3.36 -1.79 0.18
O 6.19 -3.02 0.20 0.06
F 6.14 0.43 0.32 0.06
H 7.59 -1.56 0.67 0.14
H 6.47 -2.00 1.99 0.14
H 4.63 -0.76 0.91 0.14
C -0.36 8.63 0.71 -0.05
C -0.31 8.13 2.13 -0.30
O 0.12 6.79 1.96 0.13
C 0.85 6.73 0.83 -0.55
O 1.56 5.83 0.53 0.18
O 0.67 7.85 0.09 0.07
F -1.53 8.14 2.72 0.07
H -1.32 8.40 0.24 0.15
H -0.15 9.68 0.61 0.12
H 0.40 8.66 2.77 0.14
C 4.06 11.32 0.34 -0.04
C 4.04 9.87 0.77 -0.31
O 3.03 9.88 1.77 0.14
C 2.17 10.89 1.49 -0.55
O 1.09 11.00 1.97 0.17
O 2.71 11.72 0.58 0.08
F 5.21 9.49 1.32 0.08
H 4.73 11.91 0.98 0.14
H 4.33 11.46 -0.70 0.14
H 3.76 9.16 -0.01 0.18
C -2.09 -8.52 -3.58 -0.04
C -1.85 -10.00 -3.37 -0.32
O -2.99 -10.39 -2.63 0.13
C -4.00 -9.53 -2.95 -0.56
O -5.14 -9.73 -2.69 0.17
O -3.52 -8.46 -3.60 0.07
F -0.73 -10.25 -2.65 0.08
H -1.70 -7.93 -2.75 0.14
H -1.67 -8.14 -4.51 0.14
H -1.81 -10.59 -4.29 0.17
C 0.01 7.77 7.96 -0.05
C -0.15 9.28 7.99 -0.32
O 0.76 9.70 7.00 0.13
C 0.88 8.69 6.09 -0.53
O 1.37 8.79 5.01 0.19
O 0.36 7.54 6.59 0.07
F 0.21 9.80 9.19 0.07
H 0.82 7.44 8.60 0.15
H -0.90 7.23 8.21 0.14
H -1.15 9.64 7.74 0.17
C -5.11 -3.09 -8.80 -0.06
C -4.48 -1.86 -9.41 -0.32
O -3.96 -1.19 -8.28 0.13
C -3.70 -2.13 -7.32 -0.53
O -3.04 -1.95 -6.36 0.20
O -4.29 -3.30 -7.65 0.07
F -5.39 -1.06 -10.03 0.07
H -6.14 -2.88 -8.48 0.14
H -5.09 -3.96 -9.45 0.14
H -3.67 -2.06 -10.11 0.17
```

Output
Total charge: -1

No. 2
Formula: C39H53N5O4P2S4Tl
Source: the Open Molecules 2025 dataset
Level of theory: ωB97M-V/def2-TZVPD

XYZ file:
```
108
Properties=species:S:1:pos:R:3:lowdin_charge:R:1
Tl -1.32 0.17 -0.57 0.76
N -1.82 0.38 -5.13 0.10
C -1.89 0.32 -3.80 -0.82
S -0.61 -0.52 -3.00 0.66
N -2.95 0.90 -3.27 0.00
N -3.09 0.89 -1.96 -0.10
C -4.15 1.33 -1.39 -0.05
C -4.29 1.24 0.06 -0.27
C -5.25 1.98 0.73 -0.01
C -5.33 1.88 2.11 -0.03
C -4.46 1.03 2.77 -0.02
C -3.54 0.31 2.03 -0.11
N -3.46 0.41 0.71 0.01
H -1.03 -0.03 -5.61 0.09
H -2.53 0.87 -5.65 0.11
H -4.96 1.77 -1.98 0.14
H -5.91 2.63 0.17 0.12
H -6.06 2.46 2.66 0.12
H -4.48 0.94 3.85 0.12
H -2.84 -0.37 2.50 0.12
C 5.77 -1.40 -1.12 -0.52
C 4.66 -2.16 -0.40 -0.52
S 2.97 -1.65 -0.83 0.84
C 2.83 -2.02 -2.61 -0.50
C 3.24 -0.90 -3.58 -0.50
S 2.87 0.78 -2.97 0.81
C 4.46 1.63 -3.24 -0.53
C 5.72 0.97 -2.69 -0.52
S 5.65 0.42 -0.95 0.85
H 5.77 -1.64 -2.18 0.06
H 6.73 -1.71 -0.70 0.07
H 4.71 -2.00 0.67 0.07
H 4.75 -3.23 -0.60 0.08
H 1.77 -2.25 -2.73 0.02
H 3.40 -2.93 -2.80 0.09
H 2.68 -1.04 -4.51 0.07
H 4.30 -0.95 -3.81 0.06
H 4.30 2.59 -2.76 0.06
H 4.59 1.79 -4.31 0.08
H 6.54 1.69 -2.75 0.07
H 6.01 0.11 -3.29 0.06
N 0.45 -0.41 1.08 0.05
C 0.02 -1.32 2.08 -0.31
C 0.24 -1.03 3.42 -0.01
C -0.21 -1.90 4.40 -0.06
C -0.88 -3.06 4.05 -0.07
C -1.14 -3.34 2.72 -0.07
C -0.70 -2.47 1.72 -0.32
P -1.21 -2.64 -0.01 1.08
C -0.07 -3.84 -0.77 -0.38
C 0.95 -4.44 -0.05 -0.10
C 1.72 -5.44 -0.64 -0.07
C 1.48 -5.82 -1.95 -0.07
C 0.47 -5.20 -2.68 -0.07
C -0.30 -4.21 -2.09 -0.11
C -2.76 -3.59 0.06 -0.35
C -3.95 -2.87 0.16 -0.09
C -5.16 -3.54 0.26 -0.06
C -5.19 -4.93 0.25 -0.07
C -4.01 -5.65 0.13 -0.06
C -2.80 -4.99 0.03 -0.08
H 0.75 0.48 1.46 0.06
H 1.19 -0.76 0.45 0.00
H 0.75 -0.12 3.68 0.12
H -0.02 -1.67 5.44 0.11
H -1.22 -3.75 4.82 0.11
H -1.70 -4.22 2.45 0.11
H 1.14 -4.15 0.98 0.11
H 2.51 -5.92 -0.07 0.11
H 2.07 -6.60 -2.40 0.11
H 0.29 -5.49 -3.70 0.11
H -1.09 -3.73 -2.66 0.10
H -3.92 -1.79 0.16 0.07
H -6.09 -2.98 0.34 0.11
H -6.14 -5.45 0.33 0.11
H -4.04 -6.73 0.12 0.11
H -1.88 -5.55 -0.06 0.11
C -0.76 6.50 0.82 -0.02
C -1.25 5.09 1.12 -0.60
C -2.68 4.91 0.62 -0.02
C -1.16 4.81 2.62 -0.02
O -0.39 4.21 0.32 -0.14
P -0.19 2.66 0.52 0.26
O -1.35 1.94 1.17 -0.30
O 0.12 2.04 -0.83 -0.33
O 1.03 2.47 1.55 -0.18
C 2.40 2.96 1.45 -0.59
C 2.46 4.44 1.81 -0.02
C 2.96 2.73 0.05 -0.06
C 3.17 2.13 2.48 -0.02
H -1.45 7.23 1.23 0.09
H -0.69 6.64 -0.26 0.09
H 0.23 6.66 1.25 0.08
H -3.35 5.60 1.13 0.09
H -3.01 3.89 0.83 0.06
H -2.73 5.09 -0.45 0.10
H -1.76 5.54 3.15 0.10
H -0.13 4.89 2.96 0.07
H -1.53 3.81 2.84 0.08
H 1.89 5.02 1.09 0.07
H 3.50 4.78 1.78 0.10
H 2.07 4.61 2.81 0.09
H 2.35 3.25 -0.69 0.09
H 2.96 1.67 -0.20 0.04
H 3.98 3.09 0.00 0.09
H 2.67 2.19 3.45 0.09
H 4.18 2.52 2.58 0.10
H 3.22 1.09 2.17 0.08
```

Output
ΔE to the lowest compared entry with this formula, charge and spin: 0.00 kcal per mole
Total charge: +1

no.,HOMO level (Eh),electronic energy (eV),molecular weight (g mol⁻¹)
1,-0.1481,-117522.423,1064.798
2,-0.3654,-123555.453,1050.483